# 1
The following is a quantum chemistry calculation of a 2-piece molecular cluster, C8H12Si overall, from OMol25.

Calculated values
relative energy (zero: lowest compared OMol25 entry of this formula, charge and spin)	160.3	kcal/mol
energy	-16358.779	eV
E_HOMO (alpha / beta)	-0.28686 / -0.28697	Ha

The geometry in ORCA input format:
```
! wB97M-V def2-TZVPD RIJCOSX def2/J DEFGRID3
* xyz 0 1
Si 0.15050 -0.28723 0.53809
C -1.97061 -2.15377 1.48022
C 1.58831 -1.26987 -0.33635
C -1.80456 0.95413 -1.62558
C -1.10222 -1.37895 1.28620
C -0.39473 2.58491 0.90522
C 1.11288 -1.96381 -1.54802
C -2.52098 1.50195 -2.42118
C 0.55835 1.42983 1.22935
H -0.22097 3.31834 1.70754
H 1.71068 -2.86527 -1.66238
H 1.58489 1.80700 1.09286
H 0.69458 1.38746 2.36729
H -2.74301 -2.85539 1.63759
H -1.44539 2.21191 0.81327
H 0.04789 2.97631 -0.00357
H 1.10224 -1.42079 -2.47529
H -0.76713 0.61539 -1.15705
H 2.30847 -0.59390 -0.74967
H -0.01667 -2.14057 -1.54958
H 2.12750 -1.85768 0.47102
*
```

=====

# 2
The following is a quantum chemistry calculation of a 2-piece molecular cluster, C6H15NO overall, from OMol25.

Calculated values
relative energy (zero: lowest compared OMol25 entry of this formula, charge and spin)	18.5	kcal/mol
energy	-10001.110	eV
E_HOMO (alpha / beta)	0.03919 / -0.16991	Ha

The geometry in ORCA input format:
```
! wB97M-V def2-TZVPD RIJCOSX def2/J DEFGRID3
* xyz -1 2
O 2.10063 1.34921 4.53763
N 1.14955 2.39110 -1.60150
C -0.38949 -1.70770 -0.49066
C -0.38861 0.81097 -0.67381
C 0.37532 1.24815 -1.69428
C -0.24703 1.28977 0.73869
C -1.03712 -3.01606 -0.96752
C -1.17932 -0.45729 -0.82669
H 0.70464 1.81238 0.89399
H 0.32636 0.92212 -2.72463
H -1.04319 -3.05262 -2.06299
H -0.49996 -3.89927 -0.63377
H -2.07133 -0.39518 -0.19459
H -0.14833 -1.83650 0.57282
H 1.32804 2.83613 -0.71713
H 2.16129 0.39588 4.70559
H -1.05832 1.98701 0.97443
H 1.16679 1.38529 4.25224
H -1.54029 -0.56314 -1.86174
H 0.63053 -1.60941 -0.88602
H -0.21062 0.53091 1.52744
H 1.95816 2.49080 -2.18889
H -2.08769 -2.91254 -0.67860
*
```

=====

# 3
The following is a quantum chemistry calculation of C32H49AsN3PS2Si2Sn as an isolated structure, from OMol25.

Calculated values
relative energy (zero: lowest compared OMol25 entry of this formula, charge and spin)	6.8	kcal/mol
energy	-151837.756	eV
E_HOMO	-0.28596	Ha

The geometry in ORCA input format:
```
! wB97M-V def2-TZVPD RIJCOSX def2/J DEFGRID3
* xyz 0 1
Sn -1.00143 0.50110 -0.25370
As 0.49603 2.27149 -1.48697
S -3.06355 1.42893 0.71831
S -2.28883 0.41825 -2.41750
P -0.32796 -0.36136 2.24605
Si -0.32342 4.22439 -0.45070
Si 2.83044 2.54248 -1.17056
N -5.78311 0.22705 -3.54381
N -0.55595 -1.56712 -0.42503
N -6.70870 1.16078 0.21173
C -0.32129 4.07489 1.40279
C -1.62111 -1.11228 3.33503
C 0.46580 -2.13837 0.34922
C 3.50992 3.58236 0.21585
C -1.11891 -2.24391 4.22355
C -5.60675 1.11951 -0.12869
C -4.95806 0.41800 -2.76225
C -1.85965 -3.51481 -5.69256
C 3.58789 -3.95052 2.83474
C -4.21828 1.05404 -0.54506
C 2.20194 -3.81632 0.70618
C 1.36830 -1.13449 -2.66287
C -2.01805 -2.77293 -1.95507
C -2.98150 -2.95366 -0.80797
C -0.80799 -2.09572 -1.74837
C 0.73597 -1.67168 1.65228
C 2.50948 -3.32128 1.97991
C 1.97157 1.14704 2.64156
C 0.64295 0.80428 3.29628
C -0.28971 -2.36451 -4.08221
C 0.06394 -1.88569 -2.81861
C -2.33108 -3.23734 -3.22535
C -2.78304 -1.60299 2.45179
C -1.47854 -3.03838 -4.30842
C -3.89619 0.67963 -1.80442
C 1.75265 -2.25800 2.42615
C 1.22023 -3.25455 -0.08998
C 3.68623 0.89959 -1.20820
C 0.83681 0.43575 4.76710
C -2.03975 4.51606 -1.07763
C 0.75899 5.62740 -1.00502
C 3.18988 3.42258 -2.77320
H -0.30372 -1.94777 4.88930
H 3.87859 -3.29214 3.65612
H -3.56760 -2.04327 3.07253
H 1.52957 -0.78303 -1.64702
H 4.27886 4.24858 -0.19781
H 4.77333 1.05916 -1.15561
H -1.07890 3.33838 1.70839
H 1.39135 -0.26839 -3.32748
H 1.31652 1.27804 5.27550
H 4.26629 3.38855 -2.99204
H -0.57911 5.03721 1.87195
H 3.24992 -4.89496 3.27220
H 0.38513 -2.18341 -4.91636
H -0.98031 -3.64215 -6.32479
H 0.65524 3.75156 1.78420
H -3.87428 -3.49330 -1.13269
H 0.01905 1.70156 3.26664
H 0.33581 6.57593 -0.64486
H 3.45675 0.37481 -2.14374
H -2.52047 -2.79299 -6.18134
H 2.65505 2.93461 -3.59414
H 1.84440 1.43112 1.59514
H 2.66596 0.30249 2.67900
H -2.43313 -2.37196 1.75632
H -2.68628 3.64700 -0.90455
H -3.22478 -0.79556 1.86741
H 2.75464 -4.67577 0.32794
H 2.74825 4.20451 0.70213
H -1.96683 -0.28054 3.95074
H 4.48181 -4.16787 2.24662
H 3.98035 2.95675 0.97427
H -2.51870 -3.50731 0.01529
H -0.77632 -3.08652 3.61839
H 2.21745 -1.77332 -2.92100
H 1.48616 -0.43319 4.89571
H -1.95171 -2.58856 4.84629
H 2.87527 4.47406 -2.74408
H -3.29718 -1.98469 -0.40198
H -0.10933 0.23972 5.27910
H 1.95135 -1.86762 3.41999
H -2.39221 -4.46686 -5.64915
H 1.01156 -3.67389 -1.06761
H 2.42126 1.98973 3.16909
H -3.28207 -3.74255 -3.38382
H -2.02403 4.72146 -2.15513
H 3.39297 0.24809 -0.37138
H 0.79100 5.66529 -2.10150
H -2.48301 5.38217 -0.56361
H 1.78985 5.54718 -0.63295
*
```